No. 1
Computed, not measured: a single C19H23NO3 molecule, with the ωB97M-V functional and the def2-TZVPD basis.

Positions of all 46 atoms, in Å:
C (-2.25, -5.70, 0.01)
O (-2.38, -4.46, -0.62)
C (-1.71, -3.38, -0.09)
C (-0.97, -3.44, 1.09)
C (-0.34, -2.33, 1.61)
C (-0.43, -1.11, 0.97)
C (-1.15, -1.04, -0.21)
C (-1.78, -2.14, -0.76)
O (-2.47, -1.88, -1.92)
C (-2.82, -2.93, -2.80)
H (-1.96, -3.57, -3.02)
H (-3.15, -2.43, -3.71)
H (-3.63, -3.54, -2.40)
H (-1.22, -0.11, -0.75)
C (0.27, 0.11, 1.49)
C (1.57, 0.37, 0.73)
O (1.86, -0.15, -0.32)
N (2.38, 1.25, 1.36)
H (2.06, 1.69, 2.21)
C (3.64, 1.69, 0.83)
C (3.73, 3.21, 0.68)
H (3.42, 3.68, 1.62)
H (4.77, 3.48, 0.50)
C (2.87, 3.75, -0.47)
C (1.40, 3.51, -0.30)
C (0.71, 4.06, 0.77)
C (-0.65, 3.86, 0.92)
C (-1.35, 3.12, -0.02)
C (-0.67, 2.58, -1.11)
C (0.69, 2.77, -1.24)
H (1.21, 2.34, -2.08)
H (-1.21, 2.02, -1.85)
H (-2.41, 2.97, 0.08)
H (-1.17, 4.29, 1.76)
H (1.24, 4.66, 1.50)
H (3.21, 3.29, -1.40)
H (3.05, 4.83, -0.55)
H (4.45, 1.35, 1.49)
H (3.75, 1.20, -0.14)
H (-0.36, 0.99, 1.37)
H (0.50, -0.01, 2.55)
H (0.22, -2.42, 2.53)
H (-0.89, -4.38, 1.62)
H (-1.20, -6.03, 0.05)
H (-2.66, -5.69, 1.02)
H (-2.82, -6.40, -0.60)

ΔE to the lowest compared entry with this formula, charge and spin   30.24 kcal per mole
Spin multiplicity   1

natural (NBO) atomic charge list, values in e, 2 entries: -0.248, -0.513


No. 2
Computed, not measured: a single C29H28ClN3OS molecule at a distorted geometry, with the ωB97M-V functional and the def2-TZVPD basis.

Positions of all 63 atoms, in Å:
C (-2.07, 4.67, -0.38)
N (-1.84, 3.25, -0.23)
C (-2.87, 2.38, -0.01)
O (-4.05, 2.69, 0.13)
C (-2.26, 0.98, 0.07)
C (-2.79, 0.03, -1.01)
C (-4.27, -0.25, -0.86)
C (-5.14, 0.04, -1.91)
C (-6.52, -0.08, -1.71)
C (-7.01, -0.54, -0.48)
C (-6.12, -0.91, 0.54)
C (-4.75, -0.77, 0.35)
N (-0.84, 1.24, -0.07)
C (0.06, 0.20, 0.01)
C (1.39, 0.34, -0.10)
C (2.41, -0.75, 0.21)
C (3.87, -0.41, -0.17)
C (4.85, -1.40, -0.15)
C (6.21, -1.07, -0.32)
C (6.59, 0.27, -0.51)
C (7.97, 0.64, -0.63)
N (9.10, 0.95, -0.74)
C (5.60, 1.24, -0.63)
C (4.26, 0.90, -0.45)
C (-0.51, 2.65, -0.29)
C (0.12, 2.92, -1.66)
C (0.39, 3.24, 0.81)
H (-3.14, 4.85, -0.28)
H (-1.53, 5.23, 0.40)
H (-1.72, 5.02, -1.36)
H (-2.48, 0.56, 1.07)
H (-2.59, 0.49, -1.99)
H (-2.22, -0.91, -0.96)
H (-4.73, 0.40, -2.86)
H (-7.20, 0.20, -2.51)
H (-8.09, -0.62, -0.32)
H (-6.50, -1.29, 1.49)
H (-4.03, -1.04, 1.13)
H (-0.41, -0.78, 0.16)
H (1.76, 1.30, -0.40)
H (2.39, -0.94, 1.30)
H (4.59, -2.45, -0.01)
H (6.98, -1.84, -0.28)
H (5.88, 2.27, -0.82)
H (3.52, 1.70, -0.54)
H (-0.59, 2.65, -2.46)
H (0.37, 3.99, -1.73)
H (1.03, 2.34, -1.81)
H (-0.16, 3.25, 1.76)
H (1.30, 2.65, 0.94)
H (0.66, 4.27, 0.53)
Cl (-1.70, -5.12, 2.24)
C (-0.04, -4.81, 1.94)
C (0.97, -5.55, 2.57)
C (2.32, -5.25, 2.31)
C (2.66, -4.21, 1.44)
C (1.64, -3.45, 0.82)
S (1.94, -2.30, -0.51)
C (0.29, -3.76, 1.08)
H (0.69, -6.36, 3.25)
H (3.11, -5.84, 2.79)
H (3.69, -3.95, 1.21)
H (-0.48, -3.15, 0.62)

Spin multiplicity   1

natural (NBO) atomic charge list, values in e, 2 entries: -0.419, -0.451


No. 3
Computed, not measured: a molecular structure, H28O14 at a distorted geometry, with the ωB97M-V functional and the def2-TZVPD basis.

Positions of all 42 atoms, in Å:
O (-2.42, 2.00, -1.36)
H (-2.95, 2.45, -1.95)
H (-2.07, 1.15, -1.55)
O (2.58, -0.43, -1.66)
H (3.10, -0.39, -2.47)
H (2.25, 0.53, -1.39)
O (-3.56, -0.97, -0.33)
H (-4.49, -0.82, -0.39)
H (-3.31, -0.48, 0.48)
O (2.53, 1.59, 1.19)
H (1.93, 1.92, 1.81)
H (3.45, 1.81, 1.44)
O (0.05, -2.59, -1.82)
H (-0.49, -1.78, -1.60)
H (0.51, -2.15, -2.42)
O (-0.83, -2.49, 2.36)
H (-0.14, -2.43, 1.75)
H (-0.90, -1.60, 2.93)
O (0.34, -0.10, 0.20)
H (0.75, -0.10, 1.10)
H (-0.50, 0.31, 0.42)
O (1.54, -2.66, 0.57)
H (1.14, -2.61, -0.37)
H (1.63, -1.75, 0.95)
O (2.31, 1.56, -1.67)
H (3.24, 1.51, -2.03)
H (2.39, 1.67, -0.74)
O (-1.83, -0.07, -1.59)
H (-2.20, -0.63, -2.33)
H (-2.37, -0.16, -0.90)
O (-2.25, 0.79, 0.62)
H (-2.14, 1.18, -0.23)
H (-2.93, 1.33, 1.09)
O (-1.19, 0.37, 3.39)
H (-1.50, 0.43, 2.43)
H (-0.37, 1.06, 3.53)
O (0.58, 1.11, -2.64)
H (1.37, 1.44, -2.26)
H (0.31, 0.49, -1.94)
O (1.95, -0.32, 2.32)
H (1.75, -0.37, 3.15)
H (2.71, 0.23, 1.91)

ΔE to the lowest compared entry with this formula, charge and spin   280.25 kcal per mole
Spin multiplicity   1

natural (NBO) atomic charge list, values in e, 2 entries: -1.008, 0.491


| no. | orbital gap (eV) |
| --- | --- |
| 1 | 8.676 |
| 2 | 8.269 |
| 3 | 8.462 |